C31H37Br4ClN6O6PS3Tc as an isolated structure at a distorted geometry. Source: the OMol25 dataset; level of theory: ωB97M-V/def2-TZVPD.

The charge is -1. Its expectation value of S² is 3.7813. The gap between HOMO and LUMO (alpha / beta) is 0.2575 / 0.2513 Ha. The HOMO energy (alpha / beta) is -4.83 / -4.94 eV. Its multiplicity is 4. The calculated total energy is -14356.717697 hartree.

Last column: Löwdin charge in e.
Atoms and positions in Å:
1 C -2.584 -2.691 -4.317  -0.16
2 H -3.109 4.006 -2.470  0.10
3 C 7.547 -3.219 4.184  -0.09
4 C -0.582 2.975 -2.975  -0.18
5 C -0.733 3.062 3.936  -0.65
6 H -2.623 -3.275 -2.223  0.11
7 H 2.242 2.276 -4.385  0.10
8 C 8.367 -2.269 3.595  -0.11
9 P -0.702 0.325 -2.535  0.60
10 H 2.185 -0.642 -1.877  0.07
11 O -0.492 0.247 -1.062  -0.40
12 H -0.030 -2.727 0.874  0.03
13 O -0.884 -0.395 2.930  -0.34
14 H 1.103 -0.396 -5.288  0.11
15 C -1.022 0.670 3.706  -0.40
16 C -1.581 1.770 5.794  -0.77
17 C 5.607 -1.949 3.573  -0.20
18 H -3.822 3.021 2.138  0.08
19 C -0.638 1.922 3.128  -0.45
20 H 5.539 -3.808 4.641  0.07
21 C -2.838 3.539 -3.415  -0.15
22 Br -1.368 4.577 6.270  0.68
23 C -1.535 -1.556 -4.349  -0.19
24 Br -2.246 1.662 7.556  0.68
25 H -3.281 1.720 -2.306  0.09
26 N 0.773 0.125 -3.268  -0.17
27 Br -0.203 4.692 3.142  0.74
28 C -1.411 3.949 -3.798  -0.17
29 C -3.190 -2.639 -2.903  -0.16
30 C 2.009 0.259 -2.463  -0.21
31 H -3.401 -1.685 3.476  0.02
32 N 3.752 -1.195 2.325  -0.01
33 H -1.234 3.782 -4.864  0.11
34 O -2.478 2.331 -0.304  0.00
35 Tc -0.643 -0.081 0.993  1.50
36 N -1.322 1.718 -3.175  -0.18
37 C 1.027 0.502 -4.665  -0.21
38 H 3.500 -0.451 -3.859  0.11
39 H 0.447 2.865 -3.317  0.10
40 C -4.187 2.341 1.371  -0.48
41 S 3.476 -2.667 5.944  0.57
42 C -1.208 2.994 5.247  -0.76
43 H -0.519 -1.937 -4.460  0.10
44 C -1.471 0.614 5.013  -0.62
45 H -0.583 3.267 -1.923  0.12
46 C -0.967 -2.194 0.710  -0.27
47 C 7.801 -1.164 2.978  -0.09
48 H 3.927 1.085 -3.088  0.11
49 H 2.896 1.157 -5.589  0.11
50 H -1.248 -2.342 -0.337  0.04
51 C -2.034 -2.820 1.613  -0.19
52 H -3.769 -0.564 -2.995  0.11
53 H -3.215 1.473 -4.061  0.11
54 N -3.946 -1.729 2.631  0.18
55 C 6.426 -1.003 2.961  -0.02
56 H -2.182 -3.869 1.335  0.12
57 H -2.130 -3.658 -4.530  0.10
58 S 1.721 -0.493 0.836  0.65
59 H -3.354 -2.507 -5.066  0.10
60 O -0.218 1.913 1.909  -0.21
61 N -1.667 -0.910 -3.045  -0.19
62 C 3.105 0.501 -3.500  -0.16
63 H -4.236 -2.942 -2.883  0.11
64 H -4.783 1.553 1.820  0.07
65 H -1.195 4.990 -3.562  0.11
66 O -2.617 0.618 1.164  -0.17
67 Br -1.957 -1.088 5.683  0.78
68 H 5.971 -0.156 2.471  0.11
69 C -3.001 -1.181 -2.509  -0.20
70 C 3.256 -2.085 4.417  -1.10
71 H -4.770 -1.155 2.581  0.10
72 H 0.216 1.118 -5.057  0.10
73 H 8.430 -0.422 2.504  0.10
74 H 1.937 1.094 -1.762  0.10
75 H 7.980 -4.097 4.644  0.10
76 C -2.766 2.014 -3.222  -0.19
77 O -3.954 -2.036 0.393  0.02
78 H -1.735 -0.865 -5.178  0.11
79 H 9.443 -2.393 3.613  0.10
80 C 6.169 -3.066 4.180  -0.05
81 Cl -5.232 3.278 0.283  0.56
82 C 2.473 -1.081 2.274  -0.99
83 H -3.048 -1.011 -1.434  0.09
84 H -3.573 3.817 -4.170  0.10
85 S 1.691 -1.679 3.749  1.00
86 C -2.979 1.737 0.633  -0.68
87 C 2.374 1.222 -4.635  -0.17
88 H -1.702 -2.784 2.651  0.09
89 C -3.387 -2.146 1.470  -0.57
90 N 4.198 -1.759 3.489  -0.15